{"formula": "C3H6ClFO", "method": "the ωB97M-V functional and the def2-TZVPD basis", "elements": ["C", "C", "C", "H", "H", "H", "H", "H", "H", "O", "F", "Cl"], "positions_angstrom": [[0.148, 1.201, -0.902], [-0.317, -0.175, -0.373], [0.070, -0.357, 1.132], [-0.399, 1.381, -1.885], [1.241, 1.005, -1.118], [-0.335, 2.120, -0.367], [1.166, 0.375, 1.186], [-0.670, 0.182, 1.793], [0.338, -2.283, 0.838], [0.097, -1.714, 1.790], [-1.747, -0.253, -0.647], [0.406, -1.483, -1.448]], "atomic_forces_ev_per_a": [[-1.45, 0.05, -1.36], [-1.69, 0.36, -0.36], [1.32, 1.16, 1.72], [0.98, -0.78, 0.81], [-1.10, 1.45, 0.58], [1.81, -1.79, 0.00], [-2.94, -2.73, 0.14], [0.72, -0.18, -1.11], [-0.86, 1.71, 4.23], [1.37, 0.34, -6.60], [2.13, -0.15, 1.02], [-0.30, 0.58, 0.94]], "e_tot_ha": -753.124342, "e_above_lowest_kj_mol": 218.17, "smiles": "C[C@@](F)(Cl)CO", "total_charge": 0, "orbital_gap_ev": 11.4016, "lumo_energy_ev": 0.6}

{"formula": "H3N3O2", "method": "the ωB97M-V functional and the def2-TZVPD basis", "elements": ["N", "N", "N", "O", "O", "H", "H", "H"], "positions_angstrom": [[0.402, 0.187, -0.059], [-0.696, -0.607, 0.176], [-2.024, 0.051, -0.032], [-1.980, 1.242, -0.085], [-2.953, -0.695, -0.071], [0.286, 0.786, -0.881], [0.574, 0.780, 0.749], [-0.675, -1.517, -0.272]], "atomic_forces_ev_per_a": [[0.00, 0.26, -0.17], [-0.88, 0.63, 0.25], [2.36, -1.14, 0.15], [-0.43, 0.71, -0.05], [-0.69, -0.27, -0.07], [0.04, -0.27, 0.26], [-0.10, -0.17, -0.20], [-0.31, 0.26, -0.17]], "e_tot_ha": -316.406826, "e_above_lowest_kj_mol": 0.00, "smiles": "NN[N+](=O)[O-]", "total_charge": 0, "orbital_gap_ev": 11.4456, "lumo_energy_ev": 0.7}

{"formula": "C8H28N2O6", "method": "the ωB97M-V functional and the def2-TZVPD basis", "elements": ["C", "C", "O", "H", "H", "H", "H", "H", "H", "C", "C", "O", "H", "H", "H", "H", "H", "H", "C", "O", "N", "N", "H", "H", "H", "H", "C", "O", "H", "H", "H", "H", "C", "O", "H", "H", "H", "H", "C", "O", "H", "H", "H", "H"], "positions_angstrom": [[-2.365, 1.629, -1.292], [-1.105, 1.112, -2.000], [-0.890, -0.271, -1.784], [-2.194, 1.805, -0.242], [-3.171, 0.910, -1.119], [-2.757, 2.569, -1.767], [-0.273, 1.598, -1.613], [-1.269, 1.357, -3.060], [-0.430, -0.531, -0.953], [0.538, 3.042, 1.003], [0.763, 4.044, -0.061], [1.906, 3.875, -0.942], [1.340, 3.084, 1.731], [0.478, 2.068, 0.589], [-0.393, 3.307, 1.536], [0.917, 4.984, 0.603], [-0.107, 4.290, -0.589], [1.949, 4.533, -1.669], [-2.760, -2.512, -3.469], [-3.363, -3.436, -4.340], [-2.113, -2.883, -2.390], [-2.790, -1.222, -3.551], [-2.021, -3.894, -2.134], [-1.706, -2.164, -1.805], [-3.296, -0.744, -4.230], [-2.419, -0.662, -2.864], [2.288, -2.970, 1.241], [1.485, -3.262, 2.339], [2.780, -2.033, 1.448], [1.650, -2.761, 0.434], [3.122, -3.632, 1.019], [1.281, -4.253, 2.182], [-1.022, -1.674, 0.970], [0.087, -0.792, 0.707], [-1.945, -1.171, 0.905], [-0.972, -2.086, 2.033], [-1.025, -2.577, 0.322], [0.669, -0.944, 1.398], [2.891, 0.223, 3.467], [3.606, 1.324, 3.929], [1.831, 0.534, 3.409], [3.142, -0.681, 4.075], [3.190, -0.068, 2.431], [4.456, 0.935, 4.085]], "atomic_forces_ev_per_a": [[-0.49, 0.54, 0.45], [-2.01, -0.46, 0.39], [-0.05, -0.99, -0.23], [0.67, 0.71, 0.48], [-0.09, -0.27, -1.18], [0.29, -0.93, 0.49], [1.58, 1.38, 0.28], [0.64, -0.68, 0.09], [-0.03, 1.25, -0.61], [0.09, -0.23, 0.35], [1.92, 3.66, 1.20], [-0.51, -0.40, 0.35], [0.21, -0.19, 0.11], [-0.24, -1.25, -0.12], [0.33, -0.20, -0.35], [0.07, -0.80, -1.35], [-1.38, -0.13, -1.19], [-0.52, -0.50, 1.02], [-3.53, -6.39, -4.49], [3.08, 4.93, 4.26], [1.35, -3.11, 2.43], [-1.19, 1.61, -2.14], [-0.23, 1.76, -0.65], [0.00, -0.39, -0.16], [-0.94, 0.28, -1.42], [1.11, 0.97, 1.73], [1.23, 1.34, 0.16], [-0.61, -3.62, 0.39], [0.24, 0.53, 0.19], [-0.47, -0.16, -1.77], [-0.32, -0.60, 0.00], [0.06, 2.44, 0.95], [0.99, -1.81, 1.75], [-2.52, -0.16, -1.62], [-1.01, 0.81, -0.43], [0.11, 0.61, -1.32], [0.14, 0.66, 0.11], [2.05, -0.24, 1.85], [-0.47, -1.03, -1.03], [0.11, 0.38, 0.08], [0.39, -0.66, 0.40], [-0.96, 0.55, -0.16], [-0.13, 0.35, 0.36], [1.03, 0.45, 0.34]], "e_tot_ha": -882.416131, "e_above_lowest_kj_mol": 276.88, "smiles": "NC(N)=O.CCO.CCO.CO.CO.CO", "total_charge": 0, "orbital_gap_ev": 8.8653, "lumo_energy_ev": 0.3}

{"formula": "C34H78BrN2O11S6", "method": "the ωB97M-V functional and the def2-TZVPD basis", "elements": ["C", "C", "C", "C", "O", "C", "C", "C", "C", "O", "O", "C", "C", "C", "O", "C", "N", "C", "C", "C", "N", "Br", "C", "C", "C", "C", "C", "C", "O", "C", "H", "H", "H", "H", "H", "H", "H", "H", "H", "H", "H", "H", "H", "H", "H", "H", "H", "H", "H", "H", "H", "H", "H", "H", "H", "H", "H", "H", "H", "H", "H", "H", "H", "H", "H", "H", "H", "H", "H", "H", "H", "H", "C", "S", "O", "C", "H", "H", "H", "H", "H", "H", "C", "S", "O", "C", "H", "H", "H", "H", "H", "H", "C", "S", "O", "C", "H", "H", "H", "H", "H", "H", "C", "S", "O", "C", "H", "H", "H", "H", "H", "H", "C", "S", "O", "C", "H", "H", "H", "H", "H", "H", "C", "S", "O", "C", "H", "H", "H", "H", "H", "H"], "positions_angstrom": [[2.121, 5.860, 1.865], [1.576, 4.970, 1.261], [0.910, 3.884, 0.536], [0.229, 2.937, 1.564], [1.080, 2.757, 2.676], [1.582, 1.450, 2.945], [2.171, 1.616, 4.346], [3.054, 0.538, 5.014], [3.574, -0.632, 4.176], [2.340, 0.032, 6.156], [2.452, 1.071, 1.924], [3.683, 1.776, 1.857], [4.311, 1.612, 0.439], [4.407, 2.938, -0.335], [3.473, 0.711, -0.310], [0.363, 0.517, 2.932], [0.472, -0.696, 3.650], [-0.809, -1.199, 4.178], [-1.152, -0.591, 5.554], [-2.203, 0.541, 5.497], [-0.194, 0.365, 1.524], [0.688, -0.924, 0.462], [-0.246, 1.700, 0.780], [-1.647, 1.889, 0.217], [-1.960, 0.918, -0.928], [-2.864, 1.540, -2.020], [-2.151, 1.653, -3.373], [-1.328, 2.934, -3.533], [-2.115, 4.031, -3.926], [-2.463, 4.919, -2.894], [2.514, 6.468, 2.643], [0.127, 4.342, -0.071], [1.631, 3.327, -0.062], [-0.652, 3.485, 1.912], [2.717, 2.560, 4.326], [1.326, 1.800, 5.010], [3.921, 1.033, 5.451], [3.685, -1.527, 4.790], [4.579, -0.409, 3.811], [2.986, -0.884, 3.302], [2.027, -0.849, 5.938], [3.561, 2.834, 2.089], [4.395, 1.330, 2.554], [5.278, 1.118, 0.527], [4.199, 3.799, 0.302], [5.405, 3.073, -0.750], [3.694, 2.908, -1.156], [4.042, 0.183, -0.879], [-0.405, 1.092, 3.460], [1.000, -1.411, 3.168], [-1.632, -0.906, 3.509], [-0.796, -2.284, 4.226], [-0.254, -0.198, 6.028], [-1.537, -1.398, 6.177], [-2.754, 0.560, 4.556], [-1.723, 1.510, 5.647], [-2.901, 0.440, 6.326], [-1.164, 0.051, 1.622], [0.407, 1.590, -0.084], [-2.397, 1.832, 1.011], [-1.641, 2.886, -0.229], [-1.044, 0.582, -1.421], [-2.446, 0.027, -0.529], [-3.712, 0.873, -2.174], [-3.209, 2.521, -1.695], [-2.886, 1.678, -4.181], [-1.508, 0.788, -3.561], [-0.757, 3.132, -2.610], [-0.592, 2.777, -4.326], [-2.621, 5.915, -3.304], [-3.386, 4.587, -2.400], [-1.683, 4.999, -2.124], [-5.098, 4.782, -7.928], [-4.935, 4.863, -6.138], [-3.755, 4.039, -5.754], [-6.407, 3.885, -5.796], [-4.250, 5.300, -8.366], [-5.098, 3.739, -8.246], [-6.020, 5.276, -8.232], [-6.315, 2.905, -6.265], [-7.286, 4.407, -6.174], [-6.488, 3.771, -4.717], [-6.040, -2.389, 1.247], [-4.260, -2.278, 1.075], [-3.955, -0.884, 0.626], [-4.127, -3.329, -0.372], [-6.336, -1.758, 2.082], [-6.517, -2.039, 0.332], [-6.318, -3.423, 1.454], [-4.731, -2.916, -1.179], [-4.461, -4.335, -0.119], [-3.081, -3.357, -0.672], [5.375, -4.659, 0.240], [4.712, -3.076, -0.252], [5.848, -2.124, -0.392], [3.920, -2.704, 1.315], [5.956, -5.055, -0.592], [6.023, -4.531, 1.109], [4.557, -5.344, 0.474], [4.657, -2.698, 2.118], [3.143, -3.442, 1.521], [3.479, -1.715, 1.214], [5.994, -7.967, 1.808], [4.302, -8.311, 1.308], [3.552, -7.017, 1.384], [3.863, -9.261, 2.760], [6.451, -7.339, 1.046], [5.996, -7.445, 2.766], [6.543, -8.905, 1.884], [4.012, -8.650, 3.652], [4.480, -10.157, 2.801], [2.818, -9.543, 2.662], [-0.767, -10.150, -0.503], [0.476, -9.254, 0.432], [1.478, -10.251, 0.896], [-0.574, -8.873, 1.840], [-0.298, -10.516, -1.414], [-1.135, -10.990, 0.085], [-1.584, -9.474, -0.758], [-0.953, -9.798, 2.275], [-1.397, -8.238, 1.515], [0.032, -8.342, 2.571], [-1.928, 7.361, -7.996], [-2.657, 7.940, -6.459], [-4.084, 8.250, -6.733], [-1.776, 9.506, -6.416], [-2.373, 6.400, -8.237], [-2.137, 8.077, -8.791], [-0.854, 7.239, -7.863], [-1.998, 10.075, -7.318], [-0.705, 9.317, -6.336], [-2.117, 10.055, -5.541]], "atomic_forces_ev_per_a": [[-0.56, -0.99, 0.14], [0.43, 0.54, 0.06], [-0.04, 0.29, 0.77], [-0.07, 0.41, -0.26], [-0.08, -0.34, 0.09], [0.07, 0.62, -0.35], [0.27, 0.01, -0.07], [-0.50, -0.56, 0.43], [0.54, 0.14, -0.30], [0.09, 0.03, -0.03], [-0.32, -0.25, 0.17], [0.81, -0.28, -0.46], [-0.87, -0.13, -0.48], [0.40, -0.13, 0.31], [0.06, -0.16, 0.09], [0.21, -0.21, 1.20], [-0.20, -0.39, -0.38], [-0.11, 0.64, 0.17], [-0.42, -0.01, -0.18], [0.46, 0.03, 0.41], [0.05, 0.77, -0.18], [-0.13, -0.40, 0.16], [-0.11, 0.18, -0.50], [0.47, -0.07, -0.51], [-0.29, -0.06, -0.15], [0.33, -0.81, -0.20], [-0.16, 0.63, -0.16], [0.22, -0.56, -0.22], [0.91, 0.25, 0.86], [-0.26, -0.15, 0.17], [0.18, 0.36, -0.27], [0.11, -0.24, -0.38], [-0.05, 0.06, -0.17], [-0.01, -0.19, 0.29], [-0.01, 0.01, -0.17], [0.05, -0.06, 0.08], [-0.04, 0.16, -0.07], [-0.06, 0.08, 0.13], [-0.01, -0.03, -0.05], [-0.13, 0.08, 0.06], [-0.11, -0.01, -0.01], [-0.20, -0.02, 0.06], [-0.17, 0.13, 0.26], [0.13, 0.26, 0.20], [-0.02, 0.05, -0.05], [-0.04, 0.03, -0.10], [-0.02, 0.09, -0.01], [0.11, 0.00, -0.01], [-0.08, 0.12, -0.23], [0.09, 0.07, -0.01], [-0.03, -0.37, -0.14], [0.21, -0.02, -0.07], [0.12, -0.23, -0.01], [0.04, 0.03, 0.08], [-0.12, -0.04, 0.05], [-0.06, 0.07, -0.21], [-0.17, 0.01, -0.13], [0.05, -0.26, -0.14], [0.26, -0.23, 0.22], [-0.08, 0.21, -0.02], [-0.19, 0.17, 0.35], [0.14, 0.15, 0.14], [0.08, 0.05, -0.04], [-0.24, 0.25, 0.23], [-0.28, -0.05, -0.08], [0.00, -0.01, -0.01], [-0.03, -0.08, 0.16], [-0.04, 0.17, 0.00], [-0.01, 0.05, -0.02], [-0.06, -0.07, -0.17], [-0.04, 0.17, 0.04], [0.09, -0.04, -0.07], [-0.07, -0.07, -0.08], [-0.03, 0.09, 0.02], [-0.60, -0.01, -0.57], [-0.05, -0.12, 0.00], [0.00, 0.04, 0.02], [0.02, -0.01, 0.05], [0.02, 0.04, 0.02], [0.04, 0.01, 0.00], [0.01, 0.03, 0.01], [0.03, 0.03, 0.01], [-0.10, 0.02, -0.01], [-0.05, -0.11, 0.06], [0.10, -0.03, 0.17], [0.00, -0.02, -0.10], [0.04, 0.01, 0.01], [0.05, 0.02, -0.02], [0.02, 0.00, 0.02], [-0.01, 0.04, 0.03], [0.01, 0.00, 0.02], [0.01, 0.02, 0.04], [0.09, -0.14, 0.00], [-0.05, -0.11, -0.05], [-0.06, 0.20, 0.04], [-0.10, 0.00, 0.15], [-0.01, 0.08, -0.05], [0.00, 0.09, -0.01], [0.00, 0.04, 0.00], [0.07, -0.02, -0.07], [0.03, -0.04, -0.04], [0.02, 0.11, -0.02], [0.04, 0.12, 0.07], [-0.05, -0.21, -0.16], [-0.02, 0.00, 0.16], [-0.05, 0.08, 0.23], [-0.02, -0.03, -0.03], [-0.04, 0.00, 0.00], [-0.01, -0.01, -0.03], [0.06, 0.03, -0.04], [-0.01, -0.01, -0.04], [0.02, -0.06, -0.12], [-0.08, -0.11, 0.02], [0.01, 0.19, -0.17], [-0.03, -0.04, 0.08], [-0.07, -0.04, 0.09], [0.04, 0.02, 0.01], [0.04, 0.00, 0.02], [0.02, 0.02, -0.01], [0.03, -0.02, -0.02], [0.01, 0.01, -0.01], [0.04, 0.01, -0.04], [0.05, 0.06, -0.11], [0.04, -0.07, 0.16], [0.01, 0.00, -0.13], [0.05, 0.09, -0.05], [0.02, -0.03, 0.06], [-0.04, 0.02, 0.03], [0.00, -0.02, 0.02], [-0.04, -0.03, 0.00], [-0.01, -0.02, 0.02], [-0.03, -0.04, 0.01]], "e_tot_ha": -7241.981255, "total_charge": 1, "orbital_gap_ev": 6.3098, "lumo_energy_ev": -3.5}

no.,highest occupied orbital energy (Eh)
1,-0.395
2,-0.395
3,-0.316
4,-0.362